7
Properties=species:S:1:pos:R:3:forces:R:3 method="wB97M-V/def2-TZVPD" spin_multiplicity=3 total_charge=-1 energy_ev=-9159.05116 homo_ev="-1.41 / -4.54" e_above_lowest_kcal_mol=53.9 orbital_gap_ev="5.511 / 5.299"
C 0.8743 0.4590 0.2907 -7.07 1.15 5.71
C -1.8261 -0.4549 -0.0369 -2.37 0.98 -0.45
N -2.1427 -1.5705 -0.0086 0.57 -2.26 0.27
N 1.9720 0.2819 -0.0346 4.58 -1.24 -6.38
O 3.1457 -0.0042 -0.0895 2.51 -0.18 1.54
O -1.8054 0.7679 -0.1345 0.80 0.87 0.08
H -0.2178 0.5209 0.0134 0.99 0.69 -0.77

***

8
Properties=species:S:1:pos:R:3:forces:R:3 method="wB97M-V/def2-TZVPD" spin_multiplicity=1 total_charge=-1 energy_ev=-11213.34533 homo_ev=-4.56 e_above_lowest_kcal_mol=4.7 orbital_gap_ev=8.616
C 2.0755 -1.1438 -0.4785 3.23 0.76 -1.13
C 0.4176 -1.5843 2.0193 2.30 -0.46 -2.93
N 0.0058 -0.6738 0.7770 0.65 1.64 0.48
N 1.0387 -0.6475 -0.2225 -3.38 1.19 1.55
O 3.1735 -1.2299 -0.9774 -1.45 -1.03 0.81
O -0.2817 -1.3765 2.9749 -0.77 0.08 1.29
O 1.3808 -2.3542 1.7149 -1.74 1.19 0.90
H -0.2448 0.3881 1.0823 1.17 -3.38 -0.96

***

8
Properties=species:S:1:pos:R:3:forces:R:3 method="wB97M-V/def2-TZVPD" spin_multiplicity=1 total_charge=-1 energy_ev=-11212.09290 homo_ev=-3.92 e_above_lowest_kcal_mol=33.6 orbital_gap_ev=7.608
C 1.8894 -0.5835 1.7087 -2.50 -0.35 1.09
C -1.6244 0.4877 -1.5829 2.91 -0.71 1.42
N -0.6336 -0.0145 -0.8715 -1.25 -0.73 -0.55
N 0.7816 -0.6959 1.2803 0.26 0.11 -0.84
O 2.7577 -0.5764 2.4952 2.10 0.21 0.04
O -0.7143 1.4946 -1.2541 -0.97 1.03 -0.70
O -2.6061 0.3036 -2.2401 -0.75 0.43 -0.29
H 0.1497 -0.4157 0.4644 0.20 0.01 -0.16

***

9
Properties=species:S:1:pos:R:3:forces:R:3 method="wB97M-V/def2-TZVPD" spin_multiplicity=1 total_charge=-1 energy_ev=-13254.00311 homo_ev="-3.52 / -3.52" e_above_lowest_kcal_mol=171.1 orbital_gap_ev="7.311 / 7.312"
C -0.7330 -0.1082 -0.1406 0.12 -1.12 -0.05
C 0.2554 0.8756 -0.1966 1.13 1.00 0.67
N -1.9602 0.2696 0.0883 -0.95 -0.14 0.14
N 1.1529 1.5779 0.0590 -1.37 -1.00 -0.79
O 2.0618 2.3871 0.0629 0.98 0.79 0.20
O -2.9338 -0.5514 0.1664 0.75 0.15 -0.07
O -0.2810 -1.4120 -0.4293 -0.38 0.23 -0.41
O 0.8582 -1.7821 0.3806 -0.22 -0.05 0.49
H 1.5797 -1.2564 0.0094 -0.07 0.13 -0.19